Here is C3H7NO2 in the gas phase at a distorted geometry from OMol25. Energies are from ωB97M-V with the def2-TZVPD basis set.

XYZ file:
```
13
Properties=species:S:1:pos:R:3:lowdin_charge:R:1
O -2.245 1.163 0.426 -0.023
O 1.901 -2.409 0.029 0.040
N 0.006 0.498 0.612 -0.059
C 1.178 -0.135 0.125 -0.203
C 1.056 -1.602 -0.270 -0.247
C -1.148 0.645 -0.244 -0.330
H -1.407 -0.302 -0.713 0.107
H 1.961 -0.205 0.883 0.124
H 1.697 0.375 -0.705 0.128
H -0.881 1.299 -1.097 0.128
H 0.290 -1.982 -0.976 0.119
H -2.254 2.123 0.329 0.097
H -0.154 0.531 1.601 0.120
```

The energy above the lowest of the compared OMol25 structures with the same formula, charge and spin is 222.95 kJ/mol. The charge is 0. The calculation puts the HOMO-LUMO gap at 9.431 eV. As for the total energy: -323.69605 hartree. The SMILES is O=CCNCO.



Here is a gas-phase ion, C5H10NO2 (charge +1) at a distorted geometry from OMol25. Energies are from ωB97M-V with the def2-TZVPD basis set.

XYZ file:
```
18
Properties=species:S:1:pos:R:3:lowdin_charge:R:1
O -1.726 0.516 -0.872 0.081
O -1.263 -1.535 0.387 0.050
N 0.325 0.110 0.421 -0.024
C -1.168 -0.170 0.262 -0.444
C -2.224 0.725 0.403 -0.052
C -0.143 -2.148 -0.272 -0.052
C 0.846 -0.960 -0.463 -0.036
C 0.672 1.484 0.007 0.019
H 0.601 1.501 -1.129 0.142
H -3.190 0.342 0.715 0.145
H 0.225 2.174 0.753 0.118
H 0.109 -2.902 0.392 0.117
H 0.966 -0.540 -1.390 0.113
H -0.281 -2.556 -1.268 0.145
H 1.744 -1.421 -0.239 0.127
H 1.818 1.722 0.180 0.154
H 0.481 -0.090 1.429 0.226
H -2.058 1.849 0.697 0.171
```

The energy above the lowest of the compared OMol25 structures with the same formula, charge and spin is 341.68 kJ/mol. The charge is +1. The calculation puts the HOMO-LUMO gap at 12.041 eV. As for the total energy: -401.39486 hartree. The SMILES is C[N@@H+]1CCO[C@@]12CO2.



Here is a molecular structure, C35H43ClN2ReSi2 at a distorted geometry from OMol25. Energies are from ωB97M-V with the def2-TZVPD basis set.

XYZ file:
```
84
Properties=species:S:1:pos:R:3:mulliken_spin:R:1
Re -0.484 -0.430 2.388 1.618
Cl 1.662 0.186 1.429 0.082
Si 2.303 0.595 -1.660 0.082
Si -1.035 -0.943 -2.175 0.002
N -0.088 1.560 3.556 0.034
N 0.990 -0.837 4.247 0.038
C -1.823 1.635 -3.157 -0.003
C -0.961 -2.095 -3.685 0.002
C -0.822 0.655 -3.186 -0.022
C 0.375 -3.399 -5.242 0.008
C 1.297 2.137 -1.285 0.034
C 1.768 3.406 -1.692 0.034
C -0.304 4.461 -0.990 0.011
C 0.347 -1.055 5.588 0.007
C 0.302 -1.476 -0.928 -0.069
C 0.971 4.543 -1.567 -0.004
C 2.336 -3.445 -0.836 0.220
C 1.347 1.645 4.025 0.007
C -1.754 2.765 -3.971 0.005
C -2.525 0.009 2.367 -0.088
C -1.637 -1.991 3.177 -0.062
C 1.700 -1.137 -1.406 0.238
C -0.358 2.685 2.629 0.032
C 1.745 -2.074 3.916 0.021
C -0.681 2.936 -4.848 0.000
C 1.005 -3.823 -0.599 -0.049
C 0.252 0.837 -4.073 0.072
C -0.962 1.795 4.739 0.001
C -0.643 -3.327 -6.194 0.001
C -2.168 -0.810 1.244 0.042
C -2.010 -2.080 -4.624 0.000
C -2.201 -0.725 3.562 -0.069
C -0.005 -2.901 -0.726 0.243
C 0.211 -2.792 -3.987 0.026
C -1.631 -2.046 1.753 0.172
C 0.022 2.096 -0.686 0.033
C -0.777 3.227 -0.543 -0.005
C 0.329 1.976 -4.878 0.017
C -1.841 -2.680 -5.877 0.001
C 1.958 0.308 4.367 0.007
C 2.656 -2.151 -1.255 0.020
H 2.795 0.113 3.691 0.003
H -0.743 -1.101 5.524 -0.002
H -1.338 -2.925 1.193 0.042
H 2.125 -2.003 2.893 -0.001
H -0.392 1.137 -0.375 -0.026
H 1.073 0.106 -4.118 -0.021
H -2.390 -0.574 0.213 0.071
H -2.647 -2.632 -6.609 0.000
H -0.875 0.979 5.465 -0.004
H -0.638 2.730 5.231 -0.002
H 1.358 2.303 4.905 0.000
H 3.707 -1.892 -1.455 -0.002
H 1.200 2.118 -5.528 -0.001
H 1.948 2.106 3.233 0.001
H -0.625 3.812 -5.500 0.000
H -0.503 -3.771 -7.183 0.000
H 0.133 -0.888 0.014 0.155
H -2.648 1.531 -2.454 -0.001
H 1.312 -3.910 -5.470 0.001
H -0.248 3.640 3.167 0.003
H -2.011 1.904 4.425 0.003
H -2.474 -0.433 4.573 0.009
H -2.945 -1.567 -4.386 0.000
H -2.385 -1.061 -1.606 0.006
H 3.135 -4.178 -0.712 -0.007
H -1.782 3.136 -0.116 0.000
H -0.933 5.349 -0.882 0.000
H -1.383 2.609 2.248 -0.002
H 2.589 -2.181 4.618 0.000
H 3.672 0.747 -1.347 0.023
H 2.770 3.480 -2.126 0.002
H -1.046 -3.224 -0.642 0.012
H -1.346 -2.806 3.820 -0.003
H -2.531 3.534 -3.895 0.001
H 1.077 -2.943 4.001 0.001
H 0.346 2.663 1.796 0.002
H 1.026 -2.835 -3.257 -0.017
H 0.650 -0.264 6.285 0.001
H -3.017 0.974 2.300 0.007
H 0.693 -2.020 5.989 -0.001
H 2.334 0.323 5.399 0.001
H 0.761 -4.846 -0.325 0.013
H 1.332 5.518 -1.912 0.000
```

Its spin multiplicity is 4. The energy above the lowest of the compared OMol25 structures with the same formula, charge and spin is 195.29 kJ/mol. The charge is +2. The calculation puts the HOMO-LUMO gap (spin up / spin down) at 5.823 / 5.549 eV. As for the total energy: -2585.78500 hartree.



Here is C4H6O in the gas phase at a distorted geometry from OMol25. Energies are from ωB97M-V with the def2-TZVPD basis set.

XYZ file:
```
11
Properties=species:S:1:pos:R:3:lowdin_charge:R:1
O -1.103 -1.156 0.957 -0.073
C -1.210 -0.546 -0.321 -0.272
C -0.228 0.590 -0.277 -0.211
C 2.254 0.309 0.417 0.137
C 1.060 0.222 0.293 -0.161
H 3.287 0.552 0.319 0.037
H -1.001 -1.270 -1.125 0.121
H -0.173 -0.998 1.191 0.048
H -0.054 0.995 -1.276 0.127
H -0.663 1.372 0.354 0.130
H -2.171 -0.071 -0.531 0.117
```

The energy above the lowest of the compared OMol25 structures with the same formula, charge and spin is 187.37 kJ/mol. The charge is 0. The calculation puts the HOMO-LUMO gap at 11.068 eV. As for the total energy: -231.15235 hartree. The SMILES is C#CCCO.



Here is 3 unconnected molecules or ions with the total composition C6H14ClN2O2 from OMol25. Energies are from ωB97M-V with the def2-TZVPD basis set.

XYZ file:
```
25
Properties=species:S:1:pos:R:3:lowdin_charge:R:1
Cl -0.004 -1.942 -1.850 -0.530
O 2.052 -3.446 2.793 -0.020
O -1.730 3.477 0.282 0.029
N -0.684 2.513 -1.481 -0.004
N 1.237 -2.261 1.028 -0.022
C -0.024 -4.147 1.813 -0.012
C -1.582 3.363 -0.922 -0.567
C 2.297 -1.271 0.983 -0.083
C 0.087 1.534 -0.732 -0.097
C 1.195 -3.252 1.929 -0.574
C -2.440 4.146 -1.900 -0.019
H -0.765 -3.807 2.537 0.076
H 0.277 -5.172 2.008 0.071
H 0.940 2.019 -0.251 0.077
H -3.277 4.577 -1.358 0.073
H -0.486 2.649 -2.456 0.127
H 0.506 -2.137 0.324 -0.043
H -0.467 -4.064 0.819 0.064
H 0.405 0.757 -1.423 0.011
H -1.901 4.977 -2.362 0.074
H -0.554 1.083 0.018 0.084
H -2.810 3.494 -2.691 0.074
H 2.979 -1.439 1.813 0.070
H 2.872 -1.385 0.060 0.076
H 1.877 -0.268 1.019 0.064
```

The energy above the lowest of the compared OMol25 structures with the same formula, charge and spin is 56.52 kJ/mol. The charge is -1. The calculation puts the HOMO-LUMO gap at 7.797 eV. As for the total energy: -957.33743 hartree.



Here is 17 unconnected molecules or ions with the total composition C3H39NO17 at a distorted geometry from OMol25. Energies are from ωB97M-V with the def2-TZVPD basis set.

XYZ file:
```
60
Properties=species:S:1:pos:R:3:lowdin_charge:R:1
O 2.196 0.279 2.032 -0.061
O -1.221 4.052 1.377 -0.074
O -0.430 -0.667 -2.864 0.033
O -1.848 3.413 -1.214 -0.091
O -2.669 -3.183 -0.090 -0.057
O 0.127 -4.026 2.860 -0.067
O -4.040 1.251 0.488 -0.072
O 1.072 2.771 1.726 -0.094
O -4.276 -1.110 -1.133 -0.046
O 0.096 3.570 -3.046 -0.073
O 0.944 -1.610 3.631 -0.067
O 2.855 -3.891 0.593 -0.046
O 4.481 3.603 -0.622 -0.037
O 0.183 -3.413 0.177 -0.095
O 2.083 2.613 -1.433 -0.067
O 1.149 -2.732 -3.950 -0.084
O 1.992 -1.744 -1.216 -0.067
N -1.170 0.731 1.595 0.029
C -0.964 -0.504 0.796 -0.263
C -0.871 -0.061 -0.672 -0.129
C -0.715 -1.104 -1.769 -0.223
H 1.059 -4.072 3.118 0.042
H -4.303 2.146 0.167 0.068
H 1.290 -1.024 2.916 0.011
H 0.336 -3.394 1.147 0.021
H 0.008 2.827 -3.670 0.072
H 1.608 1.049 1.853 0.005
H -3.308 -3.619 0.460 0.051
H 2.044 -3.834 0.062 0.004
H 0.735 -1.874 -3.724 -0.008
H 1.337 3.033 0.833 0.034
H -4.651 -1.032 -0.250 0.049
H -3.193 -2.460 -0.511 0.014
H 1.303 -2.304 -0.800 -0.005
H -1.891 -1.050 0.981 0.101
H -1.401 3.599 0.516 0.013
H 0.009 -3.106 3.196 0.025
H 0.896 -0.968 4.343 0.061
H 2.161 1.644 -1.593 0.084
H 2.541 -3.941 1.495 0.018
H -3.103 1.342 0.726 -0.007
H -1.043 0.506 2.581 0.085
H -0.764 -3.422 -0.040 0.024
H -2.161 4.197 -1.702 0.069
H -0.879 -2.169 -1.609 0.114
H 1.804 -2.859 -3.247 0.009
H 4.555 2.873 0.010 0.069
H -1.123 3.207 -1.871 0.020
H 0.236 3.318 1.715 0.014
H -0.120 -1.156 0.989 0.075
H -0.302 1.258 1.458 0.024
H -1.198 4.991 1.104 0.078
H 2.810 -2.238 -1.092 0.042
H 2.963 3.043 -1.431 0.022
H 5.008 3.295 -1.371 0.065
H 2.140 -0.207 1.190 0.044
H -3.681 -0.352 -1.075 0.020
H 0.892 3.288 -2.527 0.014
H -1.640 0.688 -0.869 0.098
H 0.051 0.539 -0.747 0.111
```

The energy above the lowest of the compared OMol25 structures with the same formula, charge and spin is 139.26 kJ/mol. The charge is 0. The calculation puts the HOMO-LUMO gap at 9.972 eV. As for the total energy: -1471.55282 hartree.



Here is C3H9B in the gas phase at a distorted geometry from OMol25. Energies are from ωB97M-V with the def2-TZVPD basis set.

XYZ file:
```
13
Properties=species:S:1:pos:R:3:lowdin_charge:R:1
C 0.940 -1.026 0.122 -0.123
C -0.157 -0.090 -0.417 -0.453
C 0.260 1.309 0.002 -0.134
B -1.706 -0.367 0.051 0.106
H 0.810 -0.861 1.246 0.093
H -0.020 -0.082 -1.439 0.076
H 0.744 2.014 -0.738 0.096
H 0.849 -2.136 -0.177 0.090
H 1.986 -0.821 -0.281 0.094
H -0.556 1.825 0.330 0.007
H 1.022 1.258 0.875 0.104
H -2.444 -1.091 -0.499 0.004
H -2.201 0.273 0.985 0.041
```

The energy above the lowest of the compared OMol25 structures with the same formula, charge and spin is 97.19 kJ/mol. The charge is 0. The calculation puts the HOMO-LUMO gap at 11.062 eV. As for the total energy: -144.47148 hartree. The SMILES is BC(C)C.



Here is a molecular structure, C28H30MnN7OS2Te from OMol25. Energies are from ωB97M-V with the def2-TZVPD basis set.

XYZ file:
```
70
Properties=species:S:1:pos:R:3:mulliken_spin:R:1
Te 0.632 3.436 -1.721 -0.229
Mn 0.588 0.959 -0.520 4.181
S -1.987 0.605 -2.298 -0.005
S 1.491 -0.506 -2.432 0.078
O -1.224 0.571 -0.933 -0.043
N 1.145 -0.898 0.524 -0.046
N 2.366 1.542 0.007 -0.095
N 1.969 -1.788 -0.111 -0.007
N 3.264 -2.364 -1.879 0.007
N 6.803 2.230 -0.413 0.001
N 4.667 -1.644 1.023 0.003
N -0.185 1.077 1.597 0.049
C 4.810 -0.554 0.673 0.004
C -2.129 -1.131 -2.799 0.002
C -6.368 1.039 -5.079 -0.001
C 5.910 1.569 -0.123 0.002
C -3.899 -2.526 -1.690 0.003
C 3.500 1.260 0.095 0.035
C -1.701 -2.450 -0.715 0.008
C 1.522 -2.117 2.631 0.000
C 4.774 0.793 0.231 0.002
C -0.467 -0.102 3.648 0.000
C -6.648 0.265 -3.960 0.000
C -5.211 1.802 -5.124 0.000
C -0.964 2.046 2.067 0.005
C -2.122 -3.299 0.297 -0.002
C -1.353 4.148 -1.444 0.011
C 1.509 4.580 -0.165 0.010
C 0.946 -1.027 1.785 0.038
C -3.433 -3.757 0.321 0.000
C -1.283 0.913 4.130 0.001
C 0.068 0.016 2.377 0.013
C -1.531 2.012 3.329 -0.001
C -2.592 -2.048 -1.708 -0.003
C -4.601 1.005 -2.931 -0.002
C 2.286 -1.602 -1.420 -0.001
C -5.764 0.242 -2.892 -0.001
C -4.331 1.790 -4.051 -0.002
C -4.318 -3.377 -0.677 0.000
C -3.659 0.984 -1.755 0.004
H 3.547 -2.268 -2.842 -0.002
H -2.151 2.829 3.669 0.000
H -1.926 3.910 -2.337 -0.001
H -3.934 0.238 -1.008 -0.001
H -1.807 3.702 -0.564 -0.003
H -3.436 2.404 -4.091 0.000
H -4.582 -2.252 -2.485 0.000
H -7.558 -0.318 -3.917 0.000
H -1.296 5.229 -1.332 -0.004
H -1.713 0.842 5.120 0.000
H 0.928 -3.029 2.524 0.001
H 3.816 -2.959 -1.277 0.000
H -0.267 -0.972 4.256 0.000
H -4.997 2.412 -5.991 0.000
H 1.106 4.281 0.798 -0.001
H -5.330 -3.757 -0.678 0.000
H -3.555 1.957 -1.271 0.000
H 2.581 4.406 -0.198 0.001
H -7.056 1.053 -5.913 0.000
H -3.758 -4.430 1.103 0.000
H 1.293 5.625 -0.375 -0.006
H 2.554 -2.341 2.365 0.000
H -2.802 -1.099 -3.659 0.000
H -1.422 -3.627 1.055 0.000
H -1.137 2.889 1.408 -0.008
H -5.990 -0.354 -2.016 0.000
H -1.127 -1.373 -3.157 0.001
H -0.672 -2.114 -0.757 0.003
H 2.668 -2.253 0.467 -0.002
H 1.532 -1.835 3.679 0.001
```

Its spin multiplicity is 5. The energy above the lowest of the compared OMol25 structures with the same formula, charge and spin is 0.00 kJ/mol. The charge is +2. The calculation puts the HOMO-LUMO gap (spin up / spin down) at 5.466 / 7.151 eV. As for the total energy: -3758.37757 hartree.